No. 1
122
Properties=species:S:1:pos:R:3:forces:R:3 method="wB97M-V/def2-TZVPD" orbital_gap_ev="6.5 / 6.5" s2=6.01 e_above_lowest_ev=0.537 spin_multiplicity=5 charge=-1 e_homo_ev="-4.64 / -4.64"
Cr 0.1192 0.3537 0.0160 -0.3695 -0.9978 -0.6244
Br 0.4585 0.0361 2.5629 -0.1789 -0.0582 -0.5726
C -3.4000 0.9891 -2.1426 4.1975 -1.3244 3.4317
C -2.0952 0.5805 -1.6579 -2.3262 3.2105 -7.7461
C -0.7761 0.7267 -2.6691 -4.7864 1.1170 -2.2407
O 0.3238 0.5598 -2.0872 1.0697 -0.3097 1.0516
C -1.1417 1.0739 -4.0554 3.8086 -1.5147 4.4648
C -2.4492 1.1385 -4.4648 -1.3531 0.1956 -5.0952
C -3.5630 1.1663 -3.4612 -6.2046 0.9854 -3.3090
O -4.8054 1.3336 -3.8418 3.5176 -0.1911 -0.0743
O -2.6427 1.1803 -5.7517 -0.2834 -0.0157 3.9810
O -1.9184 0.1843 -0.5591 2.5306 -2.2650 6.7593
H -4.2409 0.9731 -1.4652 -0.0136 -0.0179 -0.1438
H -0.3973 1.0510 -4.8376 0.1329 0.1744 0.0434
F -9.3911 -1.4891 1.0464 0.2369 0.0734 -0.4528
C -8.0781 -1.2766 0.6984 -1.0267 -1.0635 1.1970
C -7.2493 -2.3739 0.6617 0.9508 0.6260 -1.1178
C -5.9107 -2.0751 0.3547 0.5680 1.3988 0.3220
C -5.4492 -0.7373 0.3318 -1.0692 0.2976 0.0185
C -6.3627 0.3449 0.4796 2.4079 -1.7066 0.1076
C -7.6588 0.0205 0.6253 -1.6224 1.2121 -0.1779
H -7.6084 -3.3914 0.7099 -0.1227 0.0638 0.1505
H -5.1490 -2.8211 0.1821 -0.2845 -0.3567 0.1415
H -4.4150 -0.4722 0.1692 0.1689 -0.3798 -0.0028
H -6.0396 1.3692 0.5925 0.1322 0.0305 -0.4121
H -8.3507 0.8497 0.6389 -0.5095 -0.2376 0.3341
F 0.8774 -1.8116 -0.3814 1.0817 -1.0553 -0.5317
C 1.8958 -2.5736 -0.9602 0.2375 -0.7858 0.1545
C 1.8632 -2.8759 -2.3084 -0.8125 0.9872 0.4057
C 2.8938 -3.6204 -2.8354 0.4261 0.2217 -0.1855
C 3.9689 -3.9891 -2.0524 0.9819 0.0687 0.1910
C 4.0471 -3.6872 -0.6904 -1.4146 -0.3127 -1.2528
C 2.9136 -3.0814 -0.1570 0.1199 1.1520 0.9763
H 1.0932 -2.4213 -2.9142 -0.1649 -0.1782 -0.1585
H 2.9513 -3.7977 -3.8991 -0.2086 -0.1089 -0.0628
H 4.8278 -4.4153 -2.5494 0.0563 -0.2858 0.0072
H 4.9166 -3.9687 -0.1149 -0.1576 0.0699 0.2371
H 2.8924 -2.8555 0.8989 -0.1407 0.0483 0.0685
F 2.2198 1.0879 -0.1135 -0.4968 0.9931 0.6069
C 3.4449 0.6242 -0.3550 2.5258 -1.9584 -0.1550
C 4.3527 0.3173 0.6721 -0.1348 -0.8792 -0.2930
C 5.5594 -0.3817 0.3830 -1.6270 1.2530 -1.0587
C 5.9543 -0.5699 -0.9646 -1.5372 0.8896 -0.1964
C 5.0214 -0.2896 -2.0316 -0.0083 1.5918 3.0731
C 3.7636 0.3090 -1.6562 1.5760 -0.3729 -1.3121
H 4.0824 0.5619 1.6887 -0.0686 -0.0752 0.1632
H 6.1641 -0.7106 1.2152 0.3168 0.2532 -0.0607
H 7.0234 -0.6635 -1.0856 -0.0162 -0.8664 -0.6211
H 5.3065 -0.2157 -3.0706 0.0685 -0.4619 -0.0121
H 3.1463 0.6975 -2.4527 -0.4088 -0.3028 0.0038
F 0.0757 5.0079 2.5632 1.2528 0.0246 0.1538
C 1.3241 4.5798 2.9133 0.6601 -1.3699 0.1281
C 2.5072 5.2023 2.5590 -1.8885 2.1233 -0.3542
C 3.7448 4.7747 2.9664 0.0590 -0.3975 0.1458
C 3.8469 3.5761 3.6618 0.5200 0.7642 0.6707
C 2.7015 2.8901 3.9992 0.3604 0.4996 -0.4733
C 1.4785 3.4103 3.6040 -1.1634 -1.9428 0.6890
H 2.2739 6.1641 2.1267 0.8321 0.3403 -0.5225
H 4.6240 5.3851 2.8224 -0.0173 0.0420 -0.2499
H 4.8036 3.3591 4.1137 0.1549 -0.5082 -0.2214
H 2.7474 1.9630 4.5511 -0.1305 -0.0329 0.0037
H 0.6759 2.7281 3.8421 -0.6514 0.4384 -0.0895
F -6.5580 2.1262 4.2295 0.3201 -1.4483 -0.3535
C -6.0050 0.8606 4.0409 1.5798 0.8609 0.7151
C -4.6180 0.8056 3.7769 -2.0259 1.3322 -0.9945
C -3.9881 -0.3931 3.5761 0.5473 0.9304 0.8144
C -4.6644 -1.5400 3.9248 -0.8973 -0.6932 -0.2820
C -6.0438 -1.5111 4.1412 0.4582 0.7912 0.7154
C -6.7320 -0.2714 4.2601 0.0324 -0.6757 -0.4927
H -4.1897 1.7682 3.5398 0.4964 -0.0302 0.0935
H -2.9523 -0.3135 3.2807 0.2168 -0.5595 0.0518
H -4.1518 -2.4836 4.0404 0.0452 -0.1449 -0.4321
H -6.4916 -2.4745 4.3351 -0.5040 0.1773 0.0652
H -7.7774 -0.1212 4.4858 -0.1686 -0.5339 0.0062
F -1.9312 -6.9826 -0.2771 0.3220 -1.2190 0.3052
C -2.0844 -5.6877 -0.0477 -0.3524 1.6795 -0.7380
C -2.4717 -4.9102 -1.1448 -0.2699 -0.3194 1.6540
C -2.7687 -3.5887 -0.8501 0.1694 0.6743 -0.3897
C -2.6012 -3.0155 0.4194 0.8590 -0.4679 -0.8932
C -1.9854 -3.7804 1.4022 -1.6034 0.7469 0.1675
C -1.8504 -5.1312 1.2005 0.9958 -1.2725 -0.2797
H -2.6526 -5.4111 -2.0843 0.1016 0.2900 -0.1903
H -3.0572 -2.9354 -1.6602 -0.3420 0.0811 -0.0821
H -2.8386 -1.9693 0.5440 0.1395 0.0316 0.1441
H -1.8311 -3.3380 2.3753 0.3130 -0.0590 0.1057
H -1.4316 -5.7750 1.9597 -0.0867 -0.0776 0.1883
F -0.1326 2.4656 0.0709 0.1284 0.7624 0.8079
C -0.1578 3.6481 -0.5749 -1.5322 1.8994 -1.9505
C -1.3797 4.1277 -1.0736 1.8912 -1.6264 0.7122
C -1.2918 5.1995 -1.9373 -1.1605 0.2798 0.7625
C -0.1216 5.8960 -2.1402 2.0663 0.3904 -0.6026
C 1.1464 5.4303 -1.6692 -3.5520 0.1686 -0.4485
C 1.0088 4.2914 -0.9199 2.3155 -1.4846 1.3711
H -2.2596 3.5341 -0.8738 -0.3251 0.2269 -0.2089
H -2.2647 5.4505 -2.3333 0.2262 0.6772 -0.4860
H -0.0509 6.7729 -2.7667 -0.5616 0.0618 -0.2125
H 2.0635 5.8829 -2.0164 0.0534 -0.1199 0.3923
H 1.9034 3.7994 -0.5676 0.3175 -0.1358 0.1346
F 3.7003 -6.5049 4.7592 -0.6252 1.9825 -0.6624
C 3.6932 -5.2084 4.2000 1.8543 -1.0961 0.0065
C 4.9515 -4.7693 3.7558 -0.4332 -1.6144 1.4042
C 5.1166 -3.5355 3.2256 -0.3000 1.1746 -0.4657
C 4.0203 -2.6789 3.1477 -0.5913 -0.5063 -0.3499
C 2.7560 -3.1422 3.5348 0.9613 0.9754 0.0994
C 2.5962 -4.4015 4.0858 -0.6318 -0.6679 0.4610
H 5.8072 -5.3713 4.0237 0.0505 -0.3214 -0.3940
H 6.0902 -3.2415 2.8622 0.1079 0.1865 0.1183
H 4.1225 -1.6973 2.7093 -0.0578 0.0988 0.0667
H 1.9291 -2.4499 3.4774 -0.2353 -0.0712 -0.0878
H 1.6398 -4.7194 4.4740 -0.1159 -0.0809 -0.1129
F 1.9165 5.5625 -4.5850 -0.2567 0.5500 0.0618
C 2.3296 4.3374 -4.9147 -0.4688 -1.9611 -0.0365
C 1.7577 3.2150 -4.2413 0.6592 1.9711 -1.0125
C 2.1956 1.9709 -4.6391 -0.1306 -0.2320 0.1696
C 3.1906 1.8355 -5.6014 0.3991 -0.5861 0.5972
C 3.7858 2.9198 -6.1778 -0.6220 0.9349 -0.3813
C 3.2346 4.1943 -5.9357 0.9825 -0.2534 0.1692
H 0.9912 3.5201 -3.5442 -0.1503 -0.8260 0.2837
H 1.8334 1.0437 -4.2202 -0.4407 0.2020 0.2717
H 3.5464 0.8369 -5.8075 0.0852 -0.0835 -0.1327
H 4.6357 2.7976 -6.8330 -0.1116 0.0746 -0.2669
H 3.5807 5.0571 -6.4854 0.1046 0.1440 0.1230


No. 2
62
Properties=species:S:1:pos:R:3:forces:R:3 method="wB97M-V/def2-TZVPD" orbital_gap_ev="7.2 / 7.3" s2=0.75 spin_multiplicity=2 e_homo_ev="-8.32 / -8.33"
C 2.9824 -0.0495 1.3602 0.3144 0.0957 -0.3458
C 2.6570 -0.3964 0.0219 0.3160 0.1461 0.0020
C 2.3482 0.8069 -0.6757 0.7598 -0.0378 -0.3316
H 2.6959 -1.3933 -0.3947 -0.1023 0.0353 -0.0174
C 2.5164 1.8885 0.2245 0.4120 0.0453 -0.1794
C 2.8977 1.3585 1.4723 0.6411 0.0095 0.0120
H 3.1751 1.9472 2.3350 -0.2329 -0.0832 0.0046
H 3.2794 -0.7249 2.1507 -0.0409 0.0112 -0.0672
H 2.1189 0.8977 -1.7282 -0.1246 -0.0616 0.0449
H 2.3813 2.9448 0.0222 -0.0752 -0.2108 -0.0671
Yb 0.6075 0.5676 0.9531 -2.3869 1.0719 1.5890
Cl -1.0427 2.3488 0.6775 -0.0227 -0.1948 -0.5542
P -1.4945 -0.5727 -1.7302 -0.3316 -0.5251 -0.4457
C -1.4403 0.1238 -3.4391 0.3311 0.5337 -0.1563
C -1.4167 -0.6506 -4.6106 -0.0008 0.1753 0.2097
H -1.4234 -1.7392 -4.5491 0.0032 0.2728 0.0071
C -1.3831 -0.0333 -5.8641 -0.0073 0.1373 0.2825
H -1.3625 -0.6499 -6.7622 -0.0092 0.1904 0.1961
C -1.3751 1.3595 -5.9550 -0.0267 -0.1191 0.1356
H -1.3520 1.8366 -6.9330 -0.0017 -0.0742 0.2085
C -1.3960 2.1405 -4.7956 -0.0313 -0.0749 0.0070
H -1.3977 3.2286 -4.8681 0.0304 -0.2950 0.0077
C -1.4168 1.5327 -3.5424 -0.0093 -0.5604 -0.0615
H -1.4224 2.1270 -2.6261 -0.0029 -0.0466 -0.2550
C -1.2088 -2.3604 -2.0835 0.3425 -0.2973 0.1292
C 0.1382 -2.7778 -2.1775 -0.6802 -0.0515 -0.0286
H 0.9363 -2.0420 -2.0556 -0.1568 -0.1953 -0.0389
C 0.4382 -4.1096 -2.4474 -0.0165 0.0305 -0.0321
H 1.4805 -4.4186 -2.5369 -0.2929 0.0298 0.0329
C -0.5909 -5.0422 -2.6077 -0.1126 0.1242 0.0136
H -0.3521 -6.0831 -2.8149 -0.0268 0.1958 0.0452
C -1.9246 -4.6439 -2.5028 0.2364 0.2522 0.0541
H -2.7327 -5.3647 -2.6214 0.2321 0.1276 0.0157
C -2.2343 -3.3054 -2.2413 0.2850 0.0412 -0.0041
H -3.2787 -3.0019 -2.1591 0.2923 -0.0422 -0.0217
C -3.3084 -0.5651 -1.4108 -0.1989 0.1950 0.5714
C -4.2831 -0.2932 -2.3838 0.1603 -0.1030 0.2598
H -3.9883 -0.0692 -3.4095 -0.0521 -0.0473 0.2802
C -5.6379 -0.3122 -2.0428 0.2192 -0.0548 0.1891
H -6.3824 -0.1003 -2.8089 0.1333 -0.0513 0.2137
C -6.0251 -0.5980 -0.7327 0.1474 -0.0100 -0.1139
H -7.0813 -0.6134 -0.4716 0.2092 0.0120 -0.0324
C -5.0617 -0.8625 0.2441 0.0357 -0.0751 -0.0087
H -5.3610 -1.0925 1.2670 0.0321 0.1121 -0.2720
C -3.7105 -0.8375 -0.0846 -0.0209 0.1545 -0.7023
H -2.9481 -1.0270 0.6733 -0.2451 0.0472 -0.1020
O 2.4082 4.8007 6.6166 -0.1239 -0.7226 -0.8199
S 2.8432 4.2252 5.3611 0.9224 0.6990 0.4582
O 3.7533 5.0503 4.5869 -0.7639 -0.9454 0.1434
N 1.5921 3.6578 4.4426 -0.1170 -0.9889 0.2608
C 1.5502 2.3266 4.3784 1.1629 2.8503 0.3649
S 0.2302 1.6384 3.6397 -1.1259 -1.6791 -1.2565
C 2.7102 1.6584 5.0103 0.8546 -0.1398 0.3771
C 3.0283 0.2943 5.0036 -1.0304 0.1753 -0.3963
C 4.1595 -0.1718 5.6560 0.1345 0.4923 0.1042
C 4.9788 0.7726 6.2989 -0.2638 -0.3437 -0.2082
C 4.6834 2.1446 6.2842 0.2418 0.2976 0.2486
C 3.5474 2.6023 5.6328 -0.1477 -1.5240 -0.2732
H 2.3255 -0.3792 4.4853 0.4144 0.2914 0.3642
H 4.3834 -1.2502 5.6659 0.0017 0.7104 0.0620
H 5.8541 0.3895 6.8114 0.0257 0.3112 0.0444
H 5.3326 2.8625 6.7912 -0.1097 -0.3193 -0.1470


No. 3
60
Properties=species:S:1:pos:R:3:forces:R:3 method="wB97M-V/def2-TZVPD" orbital_gap_ev="8.5 / 5.7" s2=6.02 e_above_lowest_ev=0.114 spin_multiplicity=5 charge=+1 e_homo_ev="-11.32 / -11.70"
Pt 0.2898 2.7599 0.9485 -0.0702 -0.3017 0.1086
O 0.5548 0.9611 1.0226 0.1783 0.2702 -0.1151
Si 0.9095 -0.7082 1.1945 0.0025 -0.3531 0.1910
C 0.8055 -1.0583 3.0104 -0.0988 0.1101 -0.0026
C 1.2180 -0.1246 3.9630 0.0596 0.0581 -0.0402
C 1.2121 -0.4315 5.3131 -0.0203 -0.0147 0.0036
C 0.7943 -1.6857 5.7326 0.0062 0.0011 0.0302
C 0.3828 -2.6265 4.8025 -0.0367 -0.0408 0.0187
C 0.3822 -2.3126 3.4527 0.0076 -0.0246 -0.0419
C 2.5848 -1.0604 0.4900 -0.0245 0.1737 -0.1127
C 2.9641 -2.3944 0.3147 -0.0421 0.0058 0.0816
C 4.2239 -2.7173 -0.1583 0.0349 -0.0390 -0.0290
C 5.1280 -1.7120 -0.4709 0.0074 -0.0073 0.0030
C 4.7727 -0.3844 -0.2956 -0.0016 -0.0221 -0.0198
C 3.5106 -0.0656 0.1812 -0.0427 0.1595 0.0588
C -0.4463 -1.5781 0.2689 -0.0277 -0.0118 -0.0177
C -1.7344 -1.6260 0.8135 0.0321 0.0016 0.0684
C -2.7702 -2.2583 0.1455 -0.0259 -0.0131 0.0252
C -2.5287 -2.8719 -1.0763 0.0032 -0.0737 0.0052
C -1.2578 -2.8424 -1.6284 0.0407 -0.0945 0.1126
C -0.2276 -2.1902 -0.9667 0.0094 -0.0004 0.0330
H 1.5594 0.8557 3.6526 0.0209 0.0544 -0.0200
H 1.5350 0.3018 6.0376 0.0182 0.0489 0.0333
H 0.7896 -1.9294 6.7857 0.0047 -0.0096 0.0385
H 0.0568 -3.6040 5.1291 -0.0115 -0.0363 0.0080
H 0.0482 -3.0561 2.7393 -0.0184 -0.0442 -0.0346
H 2.2772 -3.1941 0.5645 -0.0540 -0.0592 -0.0049
H 4.5033 -3.7543 -0.2810 0.0075 -0.0377 -0.0115
H 6.1104 -1.9658 -0.8441 0.0297 -0.0068 -0.0033
H 5.4778 0.4011 -0.5269 0.0302 0.0430 -0.0079
H 3.2557 0.9776 0.3258 -0.0094 0.0002 -0.0241
H -1.9258 -1.1796 1.7826 -0.0004 0.0072 0.0679
H -3.7580 -2.2934 0.5834 -0.0426 0.0043 0.0188
H -3.3304 -3.3836 -1.5904 -0.0439 -0.0190 -0.0250
H -1.0676 -3.3306 -2.5740 0.0280 -0.0325 -0.0400
H 0.7557 -2.1615 -1.4156 0.0859 -0.0108 -0.0259
F 0.1248 4.6208 1.0767 0.0537 -0.0643 -0.0502
O 2.5095 3.1027 -0.8572 0.1075 0.1625 -0.4087
N 2.1500 3.5439 -1.9021 -0.4938 0.0210 0.1094
O 1.0745 3.8221 -2.3356 0.5382 -0.1167 0.1929
C -2.9613 1.9623 0.3427 -0.0286 0.0381 -0.1054
P -1.6764 2.6582 -0.7294 -0.2952 0.0594 0.1199
C -2.1436 4.3763 -1.0360 -0.0180 -0.0386 0.0199
C -1.7366 1.7660 -2.2788 0.1524 -0.0490 0.0504
C -1.5725 2.4449 -3.4875 0.0019 -0.0370 -0.0357
C -1.6370 1.7485 -4.6821 0.0135 0.0094 0.0432
C -1.8494 0.3770 -4.6743 -0.0060 0.0087 -0.0208
C -1.9948 -0.3032 -3.4740 -0.0385 0.0354 -0.0670
C -1.9323 0.3827 -2.2729 -0.0351 0.0529 -0.0120
H -2.6957 0.9533 0.6529 0.0299 -0.0257 -0.0272
H -3.9091 1.9361 -0.1962 -0.0259 -0.0007 0.0164
H -3.0587 2.5869 1.2304 0.0105 0.0132 0.0053
H -3.0995 4.3998 -1.5605 -0.0137 0.0217 -0.0031
H -1.3864 4.8903 -1.6234 0.0402 -0.0189 -0.0083
H -2.2288 4.8845 -0.0767 -0.0070 0.0053 0.0031
H -1.4028 3.5111 -3.5032 0.0021 0.0632 -0.0082
H -1.5228 2.2762 -5.6176 0.0050 0.0252 -0.0375
H -1.9025 -0.1639 -5.6089 -0.0005 -0.0104 -0.0255
H -2.1585 -1.3721 -3.4694 -0.0165 0.1135 -0.0440
H -2.0455 -0.1609 -1.3429 -0.0123 0.0466 -0.0371